21
Properties=species:S:1:pos:R:3:mulliken_charge:R:1 method="wB97M-V/def2-TZVPD" energy_ha=-3135.00439 total_charge=-3 orbital_gap_ev=1.7 fmax_ev_per_a=6.04 lumo_energy_ev=-0.089 relative_energy_kj_mol=74.4
Hg -4.705 13.999 -4.016 0.007
S -3.925 24.469 -4.467 1.357
O -5.161 23.976 -3.796 -0.449
O -4.136 25.393 -5.506 -0.373
O -3.320 25.301 -3.465 -0.467
O -3.059 23.612 -5.228 -0.374
Cl -5.574 18.932 -5.309 1.598
O -4.956 19.374 -4.110 -0.592
O -5.578 19.908 -6.316 -0.545
O -4.930 17.677 -5.644 -0.608
O -6.963 18.710 -4.959 -0.555
Cl -12.258 18.270 -2.291 1.503
O -11.980 17.886 -0.917 -0.615
O -13.617 18.622 -2.612 -0.634
O -11.780 19.578 -2.185 -0.669
O -11.625 17.615 -3.442 -0.585
Cl -2.907 19.165 -11.929 1.535
O -3.352 19.753 -13.217 -0.694
O -3.939 19.306 -10.949 -0.595
O -2.611 17.777 -12.141 -0.617
O -1.909 20.110 -11.513 -0.629